No. 1
{
  "formula": "C36H36AsFNSeSn",
  "method": "ωB97M-V with the def2-TZVPD basis set",
  "total_charge": 1,
  "gap_ev": 6.87,
  "e_lumo_ev": -3.47,
  "symbols": ["Sn", "C", "C", "C", "C", "C", "C", "C", "C", "C", "C", "C", "C", "N", "C", "C", "C", "C", "C", "C", "F", "H", "H", "H", "H", "H", "H", "H", "H", "H", "H", "H", "H", "H", "H", "H", "H", "H", "H", "H", "H", "H", "C", "C", "C", "C", "C", "C", "As", "C", "C", "C", "C", "C", "C", "C", "C", "C", "C", "C", "C", "H", "H", "H", "H", "H", "H", "H", "H", "H", "H", "H", "H", "H", "H", "H", "Se"],
  "xyz": [[-0.1377, -0.7241, -0.2425], [3.4698, -1.8853, -3.4299], [2.5839, -1.0893, -2.4691], [2.0930, 0.2017, -3.1284], [3.3049, -0.8089, -1.1625], [4.5117, -0.1159, -1.1945], [5.2421, 0.0988, -0.0418], [4.7723, -0.3810, 1.1705], [3.5588, -1.0520, 1.2619], [3.1152, -1.5841, 2.6177], [3.9876, -2.7621, 3.0650], [3.1587, -0.5190, 3.7168], [2.8168, -1.2519, 0.0764], [1.5324, -1.8860, 0.1266], [1.4282, -3.2448, 0.3591], [2.4960, -4.1466, 0.3419], [2.2915, -5.4956, 0.5938], [1.0259, -5.9992, 0.8614], [-0.0624, -5.1337, 0.8532], [0.1817, -3.8105, 0.6027], [-0.9030, -2.9296, 0.5422], [2.9213, -2.1235, -4.3423], [3.8001, -2.8204, -2.9755], [4.3566, -1.3165, -3.7142], [1.7190, -1.7171, -2.2491], [2.9351, 0.8408, -3.4012], [1.4559, 0.7855, -2.4585], [1.5286, -0.0179, -4.0359], [4.8949, 0.2438, -2.1418], [6.1874, 0.6243, -0.0874], [5.3682, -0.2323, 2.0627], [2.0866, -1.9380, 2.5281], [5.0216, -2.4365, 3.2000], [3.9790, -3.5751, 2.3430], [3.6303, -3.1525, 4.0204], [4.1734, -0.1483, 3.8675], [2.8212, -0.9498, 4.6613], [2.5221, 0.3387, 3.5030], [3.4887, -3.7724, 0.1257], [3.1411, -6.1658, 0.5757], [0.8783, -7.0519, 1.0551], [-1.0747, -5.4766, 1.0240], [0.5706, -2.4507, 6.3888], [0.3810, -1.0757, 6.4148], [-0.0198, -0.4053, 5.2684], [-0.2336, -1.1222, 4.0984], [-0.0423, -2.5012, 4.0666], [0.3596, -3.1645, 5.2166], [-0.7652, -0.2491, 2.4713], [-0.1748, 1.5762, 2.5898], [-0.8603, 2.5854, 3.1547], [-0.4259, 3.9576, 2.9958], [0.6461, 4.2624, 2.2474], [1.4436, 3.2193, 1.6085], [1.0342, 1.8408, 1.8099], [-2.6893, -0.1777, 2.4412], [-3.4302, -1.2058, 3.0133], [-4.8074, -1.2306, 2.8496], [-5.4403, -0.2365, 2.1158], [-4.6971, 0.7821, 1.5366], [-3.3177, 0.8103, 1.6874], [0.8877, -2.9679, 7.2850], [0.5505, -0.5214, 7.3286], [-0.1539, 0.6697, 5.2876], [-0.1789, -3.0570, 3.1448], [0.5139, -4.2355, 5.1944], [-1.7761, 2.3861, 3.6999], [-0.9957, 4.7419, 3.4758], [0.9615, 5.2892, 2.1201], [2.4884, 3.4269, 1.4268], [1.8002, 1.0786, 1.7725], [-2.9436, -1.9746, 3.6026], [-5.3871, -2.0259, 3.2994], [-6.5153, -0.2571, 1.9955], [-5.1888, 1.5562, 0.9620], [-2.7412, 1.6027, 1.2202], [0.6590, 2.4251, -0.1158]]
}


No. 2
{
  "formula": "C21H50Cl2LuOP2",
  "method": "ωB97M-V with the def2-TZVPD basis set",
  "total_charge": -1,
  "de_lowest_kj_mol": 171.4,
  "gap_ev": 5.02,
  "e_lumo_ev": 2.64,
  "symbols": ["Lu", "Cl", "P", "C", "C", "C", "C", "H", "C", "H", "H", "H", "H", "H", "H", "H", "C", "C", "H", "H", "H", "H", "H", "H", "C", "H", "C", "H", "H", "H", "H", "H", "H", "Cl", "H", "P", "C", "C", "C", "C", "H", "C", "H", "H", "H", "H", "H", "H", "H", "C", "C", "H", "H", "H", "H", "H", "H", "C", "H", "C", "H", "H", "H", "H", "H", "H", "C", "C", "C", "O", "H", "H", "H", "H", "H", "H", "H"],
  "xyz": [[0.5483, -0.9121, 0.7527], [0.9165, -0.0217, -1.5939], [-0.5049, -3.0941, -0.3442], [0.8598, -3.8050, -1.3807], [-0.6515, -4.0618, 1.2798], [-2.0361, -2.9556, -1.2916], [2.2419, -3.1382, -1.1855], [0.5172, -3.5566, -2.4061], [0.9120, -5.3155, -1.1872], [1.3220, -5.5615, -0.2000], [1.5690, -5.7381, -1.9557], [-0.0735, -5.7825, -1.2900], [2.2451, -2.1035, -1.5641], [2.9830, -3.7173, -1.7536], [2.5595, -3.1015, -0.1313], [-1.6970, -2.4140, -2.1890], [-3.1285, -2.0956, -0.6405], [-2.4609, -4.3652, -1.6583], [-1.7631, -4.8207, -2.3636], [-3.4379, -4.3493, -2.1441], [-2.5369, -5.0098, -0.7766], [-2.7373, -1.2419, -0.0681], [-3.7919, -2.6941, -0.0077], [-3.7628, -1.6790, -1.4325], [0.6303, -3.9159, 2.1309], [-0.7649, -5.1120, 0.9560], [-1.8878, -3.6291, 2.0816], [1.5502, -4.1972, 1.5988], [0.5298, -4.5701, 3.0071], [0.7526, -2.8828, 2.5246], [-1.8357, -2.5607, 2.3366], [-1.9009, -4.1903, 3.0221], [-2.8259, -3.8217, 1.5516], [-0.7537, -0.2576, 2.7479], [-0.7433, 0.4140, 0.1626], [0.5541, 3.4135, -0.3945], [-0.4861, 3.7868, -1.8487], [-0.0133, 4.1093, 1.2332], [2.3223, 3.2885, -0.7445], [-1.7153, 2.8490, -1.9567], [0.1482, 3.5599, -2.7237], [-0.8079, 5.2722, -1.7956], [-1.4919, 5.4902, -0.9650], [-1.2723, 5.5976, -2.7339], [0.1073, 5.8574, -1.6546], [-1.4019, 1.8078, -2.1236], [-2.3600, 3.1588, -2.7985], [-2.3196, 2.8510, -1.0444], [2.3413, 2.7447, -1.7067], [3.1641, 2.4313, 0.2269], [2.7868, 4.7269, -0.9388], [2.3583, 5.1586, -1.8491], [3.8767, 4.7729, -1.0276], [2.4799, 5.3498, -0.0933], [2.5885, 2.0207, 1.0696], [4.0175, 3.0009, 0.6271], [3.5750, 1.5450, -0.2796], [-1.4702, 3.6860, 1.5178], [0.0580, 5.2138, 1.1257], [0.8831, 3.6481, 2.4076], [-2.1756, 4.0979, 0.7915], [-1.7785, 4.0484, 2.5089], [-1.5433, 2.5829, 1.5082], [0.7566, 2.5596, 2.5816], [0.5817, 4.1728, 3.3298], [1.9438, 3.8642, 2.2331], [2.8978, -0.3197, 3.6728], [3.4454, -0.7869, 2.3316], [4.1447, -2.1347, 2.3648], [2.4285, -0.8267, 1.3631], [2.0561, -0.9533, 3.9830], [2.5216, 0.7094, 3.5920], [3.6708, -0.3263, 4.4471], [4.1916, -0.0399, 2.0139], [3.4379, -2.9137, 2.6776], [4.5263, -2.3784, 1.3664], [4.9869, -2.1298, 3.0560]]
}


Energy values (in hartree) by entry order: -6399.30342; -3744.09488.
HOMO energy values (in eV) by entry order: -10.34; -2.38.